1.
{"formula": "C19H33F8O14P", "method": "the ωB97M-V functional and the def2-TZVPD basis", "species": ["C", "O", "C", "O", "P", "O", "O", "C", "C", "F", "O", "C", "F", "F", "C", "F", "F", "C", "F", "F", "F", "H", "H", "H", "H", "H", "H", "H", "H", "H", "C", "C", "O", "C", "O", "O", "C", "H", "H", "H", "H", "H", "H", "H", "H", "C", "C", "O", "C", "O", "O", "C", "H", "H", "H", "H", "H", "H", "H", "H", "C", "C", "O", "C", "O", "O", "C", "H", "H", "H", "H", "H", "H", "H", "H"], "positions_angstrom": [[-1.3312, 2.3329, 1.8477], [-2.7473, 2.4439, 1.8585], [-3.3206, 2.7437, 0.6333], [-4.3425, 1.7876, 0.3373], [-4.0793, 0.3535, -0.2309], [-5.2810, -0.4205, -0.4852], [-2.9745, -0.3090, 0.6765], [-3.2275, -1.5682, 1.3457], [-1.9055, -2.2329, 1.6285], [-1.5595, -3.0789, 0.5784], [-3.2059, 0.7447, -1.5584], [-2.5234, -0.1610, -2.3147], [-2.8492, -1.4165, -1.9988], [-2.8462, 0.0466, -3.5900], [-0.9784, -0.0400, -2.2032], [-0.4485, -0.8914, -3.0875], [-0.5922, -0.3980, -0.9736], [-0.3730, 1.3546, -2.5025], [0.9516, 1.2812, -2.3727], [-0.6697, 1.7457, -3.7382], [-0.8292, 2.2752, -1.6406], [-0.8621, 3.1717, 1.3221], [-1.0129, 1.3916, 1.3837], [-1.0068, 2.3557, 2.8873], [-2.5797, 2.7462, -0.1710], [-3.8422, 3.7016, 0.6759], [-3.7732, -1.3616, 2.2683], [-3.8296, -2.2047, 0.6943], [-1.9496, -2.8365, 2.5367], [-1.1119, -1.4856, 1.7036], [-4.0804, 2.2765, -5.4455], [-5.4984, 2.6986, -5.7569], [-5.7503, 4.0588, -5.3550], [-5.2924, 4.9930, -6.1851], [-4.7274, 4.8040, -7.2325], [-5.5601, 6.1889, -5.6554], [-5.1017, 7.2974, -6.4350], [-3.8651, 2.4342, -4.3884], [-3.9501, 1.2199, -5.6761], [-3.3672, 2.8502, -6.0366], [-6.2152, 2.1124, -5.1851], [-5.7270, 2.5905, -6.8167], [-5.4753, 7.2321, -7.4545], [-4.0132, 7.3266, -6.4491], [-5.4941, 8.1825, -5.9437], [1.7097, -6.1690, 1.9975], [1.4367, -4.6823, 1.9585], [1.0870, -4.1634, 3.2573], [2.1073, -3.9548, 4.0856], [3.2746, -4.1233, 3.8363], [1.6214, -3.5101, 5.2454], [2.6141, -3.2573, 6.2462], [0.8609, -6.7000, 2.4297], [1.8711, -6.5391, 0.9850], [2.5961, -6.3885, 2.5912], [0.5686, -4.4602, 1.3404], [2.2896, -4.1281, 1.5676], [3.3828, -2.5879, 5.8658], [3.0722, -4.1909, 6.5683], [2.0841, -2.7947, 7.0730], [6.1225, -2.7562, 3.0956], [6.7483, -2.2633, 1.8113], [6.6822, -0.8275, 1.6988], [7.5985, -0.1579, 2.3924], [8.4786, -0.6342, 3.0635], [7.3757, 1.1488, 2.2251], [8.2797, 1.9984, 2.9371], [5.1003, -2.3931, 3.1871], [6.0936, -3.8450, 3.1052], [6.6959, -2.4163, 3.9579], [6.1966, -2.6237, 0.9449], [7.7865, -2.5801, 1.7170], [9.3116, 1.7473, 2.7014], [8.1210, 1.9066, 4.0106], [8.0516, 3.0082, 2.6098]], "energy_ha": -2937.5749, "homo_ha": -0.397, "gap_ev": 11.2, "smiles": "COCO[P@](=O)(OCCF)OC(F)(F)C(F)(F)C(F)(F)F.CCOC(=O)OC.CCOC(=O)OC.CCOC(=O)OC"}


2.
{"formula": "C5H6O2", "method": "the ωB97M-V functional and the def2-TZVPD basis", "species": ["O", "C", "C", "C", "C", "C", "O", "H", "H", "H", "H", "H", "H"], "positions_angstrom": [[-1.6212, -2.1743, 1.0081], [-1.1878, -1.0530, 1.7505], [-0.4679, -0.0755, 0.9226], [0.1676, 0.6664, 0.2176], [0.9058, 1.4680, -0.7515], [1.1029, 0.6910, -2.0487], [1.9090, 0.9937, -2.8888], [-0.8458, -2.5487, 0.5713], [-0.5421, -1.3547, 2.5875], [-2.0886, -0.6052, 2.1802], [1.8859, 1.7854, -0.3818], [0.3543, 2.3867, -0.9939], [0.4278, -0.1798, -2.1732]], "energy_ha": -344.5139, "homo_ha": -0.367, "gap_ev": 10.7, "e_above_lowest_ev": 2.394, "smiles": "O=CCC#CCO"}


3.
{"formula": "C4H12", "method": "the ωB97M-V functional and the def2-TZVPD basis", "species": ["C", "C", "H", "H", "H", "H", "H", "H", "C", "C", "H", "H", "H", "H", "H", "H"], "positions_angstrom": [[0.2474, 2.2306, -0.3436], [1.7096, 1.8035, -0.4438], [-0.2672, 2.3779, -1.3032], [-0.3918, 1.5487, 0.2083], [0.1186, 3.2428, 0.0388], [1.7747, 0.7143, -0.5127], [2.2589, 2.1919, 0.4026], [2.1379, 2.1394, -1.3853], [-1.0540, -1.5002, -0.1780], [-0.8999, -2.4945, 0.9884], [-2.1059, -1.3642, -0.3858], [-0.6189, -0.5467, 0.1072], [-0.4678, -1.8201, -1.0384], [-1.5741, -3.3525, 0.9095], [-1.0581, -2.0496, 1.9661], [0.1275, -2.8496, 1.0075]], "energy_ha": -159.5757, "homo_ha": -0.431, "gap_ev": 12.9, "e_above_lowest_ev": 0.251, "smiles": "CC.CC"}


4.
{"formula": "C3H3FN2O", "method": "the ωB97M-V functional and the def2-TZVPD basis", "species": ["C", "C", "C", "H", "H", "H", "N", "N", "O", "F"], "positions_angstrom": [[-0.3682, 0.4359, 0.9187], [-0.3850, -0.8954, 0.6988], [0.4297, 0.2639, -1.0815], [-1.2207, -1.6371, 1.1636], [1.2852, -1.9371, -0.5480], [0.2413, 2.1297, -0.2407], [-0.1610, -0.9068, -0.6100], [-0.1659, 1.2168, -0.2580], [1.1833, 0.3236, -2.1183], [-0.8387, 1.0067, 2.0755]], "energy_ha": -400.5501, "homo_ha": -0.323, "gap_ev": 7.4, "e_above_lowest_ev": 5.365}


5.
{"formula": "H32O16", "method": "the ωB97M-V functional and the def2-TZVPD basis", "species": ["O", "H", "H", "O", "H", "H", "O", "H", "H", "O", "H", "H", "O", "H", "H", "O", "H", "H", "O", "H", "H", "O", "H", "H", "O", "H", "H", "O", "H", "H", "O", "H", "H", "O", "H", "H", "O", "H", "H", "O", "H", "H", "O", "H", "H", "O", "H", "H"], "positions_angstrom": [[5.2622, -0.2327, 2.5474], [5.4236, -0.3839, 1.6294], [5.2386, 0.7530, 2.4944], [-2.8206, 3.4588, 0.0329], [-3.1588, 3.0322, -0.7125], [-1.9213, 3.8765, -0.3399], [2.0417, 0.0998, -1.2955], [1.5043, 0.4192, -0.4790], [1.8881, 0.9980, -1.7982], [-3.6451, 1.3647, -3.7807], [-3.2735, 1.0889, -4.6755], [-4.2832, 0.7744, -3.6774], [-1.1372, -0.6718, 2.3467], [-1.4207, -0.2230, 1.4141], [-0.3095, -0.8630, 2.0409], [1.0961, -2.2430, -0.7218], [1.4420, -2.1619, -1.5920], [0.5251, -2.9743, -0.6302], [-4.3258, -0.0657, 3.2877], [-4.5737, 0.3109, 4.0560], [-3.6815, -0.6369, 3.3826], [0.5365, 0.6619, 3.7667], [0.3989, -0.1769, 3.4644], [0.8884, 0.6977, 4.6400], [-2.0105, -1.5448, -0.7296], [-1.4666, -1.9565, -1.5575], [-1.4518, -1.3444, -0.0001], [-0.0562, 3.3711, 0.5674], [0.1088, 2.6253, 1.0002], [-0.5684, 3.7592, 1.2645], [5.6595, 0.3737, 0.0073], [4.6990, 0.0274, 0.0613], [5.4150, 0.7697, -0.8085], [0.2475, -4.5063, 1.6799], [0.8324, -5.3302, 1.7672], [-0.4793, -4.5335, 2.3905], [0.0240, 1.7663, -3.2847], [-0.9524, 1.7130, -3.4256], [0.1873, 1.5062, -2.4696], [2.5201, -0.8045, 1.9488], [3.3454, -0.8129, 2.4058], [1.9693, -0.2230, 2.4178], [-2.8934, 0.8457, -1.3912], [-2.2485, 0.0770, -1.1815], [-3.6594, 0.5594, -0.7360], [-0.3653, -1.4282, -5.0393], [-0.2377, -1.0385, -5.9389], [-0.3136, -0.7740, -4.3488]], "energy_ha": -1222.8291, "homo_ha": -0.376, "gap_ev": 10.0, "e_above_lowest_ev": 10.060}


6.
{"formula": "C5H13NO", "method": "the ωB97M-V functional and the def2-TZVPD basis", "species": ["C", "C", "C", "C", "C", "N", "H", "H", "H", "H", "H", "H", "H", "H", "H", "H", "H", "H", "H", "O"], "positions_angstrom": [[0.1698, -0.5406, 0.8812], [-0.7902, -0.9827, -0.3212], [-0.2826, -0.1134, -1.5214], [1.0758, -0.5851, -1.8736], [1.9817, 0.2562, -2.3519], [-2.2315, -0.7724, -0.1244], [1.2250, -0.8903, 0.8503], [0.0594, 0.5568, 1.1045], [-0.1999, -1.1541, 1.7974], [-0.5713, -2.1067, -0.5849], [-0.2966, 1.0058, -1.1049], [-0.9293, 0.0099, -2.3646], [1.3579, -1.6458, -1.8528], [3.0234, -0.1754, -2.4668], [1.9998, 1.3354, -2.4496], [-2.3757, -0.0380, 0.5267], [-2.8749, -0.8493, -0.9289], [-0.1536, 1.5263, 3.9985], [-0.1315, 2.9622, 4.1072], [-0.0560, 2.2013, 4.6792]], "energy_ha": -328.2263, "homo_ha": -0.328, "gap_ev": 9.6, "e_above_lowest_ev": 2.519, "smiles": "C=CC[C@@H](C)N.O"}


7.
{"formula": "C5H9NO", "method": "the ωB97M-V functional and the def2-TZVPD basis", "species": ["C", "N", "C", "C", "C", "O", "C", "H", "H", "H", "H", "H", "H", "H", "H", "H"], "positions_angstrom": [[1.1448, 0.1934, -1.7346], [0.8069, -0.5248, -0.5271], [1.2742, -0.3830, 0.7239], [-0.3717, -1.1299, -0.1443], [-1.4001, -0.4850, 0.6660], [-2.3828, -1.1184, 1.0253], [-1.3058, 1.0014, 1.0013], [2.2147, 0.0959, -1.9416], [0.8896, 1.2590, -1.6477], [0.5713, -0.2379, -2.5603], [1.5355, -1.2662, 1.2937], [1.5974, 0.5923, 1.1033], [-0.6356, -2.1085, -0.5529], [-2.2924, 1.4334, 0.8111], [-1.0906, 1.1344, 2.0664], [-0.5555, 1.5440, 0.4174]], "energy_ha": -325.8006, "homo_ha": [-0.314, -0.314], "gap_ev": [8.7, 8.7], "e_above_lowest_ev": 3.726}


8.
{"formula": "ClH5N2Si", "method": "the ωB97M-V functional and the def2-TZVPD basis", "species": ["N", "N", "Si", "Cl", "H", "H", "H", "H", "H"], "positions_angstrom": [[-0.9924, -1.4845, 0.0511], [0.0779, 1.4551, 0.3415], [0.3364, -0.0201, -0.4828], [2.2462, -0.3074, 0.0612], [-1.2683, -1.4403, 0.9393], [-0.9033, -2.5215, -0.1896], [0.6369, 1.7383, 1.1021], [-0.4582, 2.2846, 0.0601], [0.3248, 0.2958, -1.8829]], "energy_ha": -862.2571, "homo_ha": -0.348, "gap_ev": 10.3, "e_above_lowest_ev": 0.905, "smiles": "N[SiH](N)Cl"}